Entry 1:
Here is a cluster of 4 separate species, C24H50FN2O16S3 in total from the Open Molecules 2025 dataset. Energies are from ωB97M-V/def2-TZVPD.

Last columns: bonded neighbours and bond lengths (Å).
Geometry (Å):
1 C 5.26159 3.37799 2.67055  C2 1.515, H26 1.081, H27 1.087, H28 1.093
2 C 4.95231 3.82092 1.25476  C1 1.515, O3 1.147, O4 1.379
3 O 5.72459 3.66155 0.42212  C2 1.147
4 O 3.74901 4.39878 0.90738  C2 1.379, C5 1.407
5 C 2.62644 3.87818 1.57752  O4 1.407, C6 1.545, H29 1.094, H30 1.096
6 C 2.30839 2.41346 1.20327  C5 1.545, C7 1.534, H31 1.089, H32 1.093
7 C 0.99799 2.24768 0.42352  C6 1.534, C8 1.524, N22 1.528, H33 1.090
8 C 0.86121 0.90423 -0.28275  C7 1.524, O9 1.423, H34 1.088, H35 1.096
9 O -0.24436 0.98182 -1.17457  C8 1.423, C10 1.435
10 C -1.40790 1.14551 -0.35129  O9 1.435, C11 1.520, C14 1.543, H36 1.095
11 C -2.61945 0.90916 -1.23837  C10 1.520, O12 1.416, H37 1.087, H38 1.094
12 O -2.57696 1.73416 -2.38899  C11 1.416, O13 1.397
13 O -2.60555 0.91555 -3.52120  O12 1.397, H39 0.971
14 C -1.38377 2.54735 0.29395  C10 1.543, N15 1.452, N22 1.502, H40 1.100
15 N -2.67218 3.01886 0.76989  C14 1.452, C16 1.483, C19 1.471
16 C -3.44215 3.75576 -0.26090  N15 1.483, C17 1.517, O18 1.148
17 C -2.92881 4.98120 -0.99231  C16 1.517, H41 1.097, H42 1.085, H43 1.085
18 O -4.49124 3.35792 -0.50509  C16 1.148
19 C -2.64092 3.86276 1.97465  N15 1.471, C20 1.530, O21 1.151
20 C -1.94707 5.22334 2.06114  C19 1.530, H44 1.090, H45 1.090, H46 1.086
21 O -3.19854 3.48642 2.90800  C19 1.151
22 N -0.23514 2.58383 1.26105  C7 1.528, C14 1.502, C23 1.505, H47 1.023
23 C -0.31264 1.65308 2.44128  N22 1.505, C24 1.540, F25 1.344, H48 1.085
24 C 0.03934 2.42648 3.72593  C23 1.540, H49 1.090, H50 1.087, H51 1.089
25 F -1.54276 1.13930 2.61556  C23 1.344
26 H 6.23898 2.91780 2.64246  C1 1.081
27 H 5.22589 4.18701 3.39562  C1 1.087
28 H 4.57708 2.58741 2.98893  C1 1.093
29 H 2.72793 3.93129 2.66581  C5 1.094
30 H 1.79022 4.54531 1.34036  C5 1.096
31 H 2.39142 1.72004 2.03896  C6 1.089
32 H 3.08130 2.09629 0.49864  C6 1.093
33 H 1.04973 3.00178 -0.36221  C7 1.090
34 H 1.76529 0.73973 -0.86595  C8 1.088
35 H 0.75773 0.05542 0.40243  C8 1.096
36 H -1.37879 0.33137 0.38081  C10 1.095
37 H -2.62565 -0.14786 -1.49263  C11 1.087
38 H -3.54617 1.09915 -0.68969  C11 1.094
39 H -3.44926 0.43557 -3.48985  O13 0.971
40 H -1.07960 3.19939 -0.53859  C14 1.100
41 H -1.91281 5.20414 -0.64534  C17 1.097
42 H -2.84758 4.82701 -2.06305  C17 1.085
43 H -3.51187 5.86525 -0.75787  C17 1.085
44 H -2.73455 5.97597 2.01654  C20 1.090
45 H -1.19906 5.42110 1.29398  C20 1.090
46 H -1.54571 5.30233 3.06719  C20 1.086
47 H -0.01676 3.51298 1.62995  N22 1.023
48 H 0.38724 0.82561 2.39485  C23 1.085
49 H -0.37086 3.43588 3.73659  C24 1.090
50 H 1.09865 2.37266 3.96352  C24 1.087
51 H -0.47331 1.88605 4.52047  C24 1.089
52 O 0.78031 -2.52615 -0.97262  S53 1.438
53 S 0.29274 -2.83076 -2.29062  O52 1.438, O54 1.427, O55 1.589, C58 1.756
54 O -0.85668 -3.65663 -2.47568  S53 1.427
55 O 1.49282 -3.39661 -3.16440  S53 1.589, C56 1.447
56 C 2.21281 -4.55224 -2.67493  O55 1.447, C57 1.515, H59 1.091, H60 1.088
57 C 1.40803 -5.82833 -2.81357  C56 1.515, H61 1.090, H62 1.090, H63 1.090
58 C 0.05273 -1.32596 -3.16318  S53 1.756, H64 1.086, H65 1.084, H66 1.087
59 H 2.52721 -4.39289 -1.64224  C56 1.091
60 H 3.11429 -4.63098 -3.27873  C56 1.088
61 H 0.52558 -5.81173 -2.17454  C57 1.090
62 H 2.01267 -6.68934 -2.53011  C57 1.090
63 H 1.06429 -5.95641 -3.83992  C57 1.090
64 H 0.93544 -0.70466 -3.04152  C58 1.086
65 H -0.81185 -0.84222 -2.72400  C58 1.084
66 H -0.13345 -1.53869 -4.21283  C58 1.087
67 O 5.87516 -5.80475 -3.43537  S68 1.432
68 S 5.39635 -6.12330 -4.74630  O67 1.432, O69 1.430, O70 1.591, C73 1.762
69 O 4.25138 -6.95914 -4.93300  S68 1.430
70 O 6.60473 -6.68828 -5.61284  S68 1.591, C71 1.442
71 C 7.32884 -7.82996 -5.11059  O70 1.442, C72 1.516, H74 1.092, H75 1.088
72 C 6.53905 -9.11845 -5.23528  C71 1.516, H76 1.089, H77 1.090, H78 1.090
73 C 5.15003 -4.63090 -5.65085  S68 1.762, H79 1.087, H80 1.088, H81 1.087
74 H 7.63646 -7.65138 -4.07866  C71 1.092
75 H 8.23452 -7.89817 -5.71045  C71 1.088
76 H 5.65429 -9.10479 -4.59996  C72 1.089
77 H 7.15218 -9.96939 -4.93783  C72 1.090
78 H 6.20037 -9.26395 -6.26127  C72 1.090
79 H 6.02771 -3.99961 -5.54082  C73 1.087
80 H 4.27494 -4.13843 -5.23107  C73 1.088
81 H 4.97233 -4.87831 -6.69430  C73 1.087
82 O -6.53577 -0.72479 3.84766  S83 1.430
83 S -5.98035 0.28930 4.68875  O82 1.430, O84 1.429, O85 1.594, C88 1.761
84 O -5.68174 0.02717 6.06139  S83 1.429
85 O -6.89162 1.59395 4.59262  S83 1.594, C86 1.442
86 C -8.29410 1.46599 4.90129  O85 1.442, C87 1.516, H89 1.091, H90 1.089
87 C -8.54900 1.30426 6.38738  C86 1.516, H91 1.089, H92 1.090, H93 1.090
88 C -4.54647 0.96483 3.92189  S83 1.761, H94 1.086, H95 1.089, H96 1.085
89 H -8.72678 0.64075 4.33285  C86 1.091
90 H -8.76396 2.38264 4.54867  C86 1.089
91 H -8.14090 0.36572 6.75994  C87 1.089
92 H -9.61995 1.30855 6.59136  C87 1.090
93 H -8.07559 2.11033 6.94865  C87 1.090
94 H -4.77126 1.19778 2.88480  C88 1.086
95 H -3.76633 0.20778 3.97927  C88 1.089
96 H -4.24236 1.85407 4.46402  C88 1.085

Properties
LUMO, Ha: -0.1051
Orbital gap, eV: 9.46
HOMO, eV: -12.31
Net charge: +1
Energy, Ha: -3551.79470
ΔE to the lowest compared entry with this formula, charge and spin, kJ/mol: 0.0

Results of the Löwdin charge analysis, in e, for atoms 1 through 5:
1 C 0.031
2 C -0.550
3 O 0.198
4 O 0.012
5 C -0.192

Entry 2:
Here is the ion C24H50NO7P2S with charge +1 from the Open Molecules 2025 dataset. Energies are from ωB97M-V/def2-TZVPD.

Last columns: bonded neighbours and bond lengths (Å).
Geometry (Å):
1 C -1.23309 -0.83084 2.69688  C2 1.534, H36 1.086, H37 1.090, H38 1.092
2 C 0.24392 -1.23722 2.77710  C1 1.534, C3 1.541, H39 1.089, H40 1.089
3 C 1.21088 -0.27002 2.06594  C2 1.541, C4 1.530, H41 1.089, H42 1.086
4 C 1.56329 -0.71145 0.64433  C3 1.530, C5 1.534, H43 1.085, H44 1.089
5 C 1.74338 0.36731 -0.43163  C4 1.534, C6 1.491, C24 1.576, H45 1.096
6 C 2.66310 1.50078 -0.12523  C5 1.491, P7 1.834, N11 1.288
7 P 4.48667 1.32986 -0.22402  C6 1.834, O8 1.574, O9 1.593, S10 1.900
8 O 5.16065 2.72243 0.06778  P7 1.574, H46 0.968
9 O 4.73498 1.17290 -1.78971  P7 1.593, H47 0.966
10 S 5.03647 -0.12894 0.86287  P7 1.900
11 N 1.99162 2.56286 0.15722  C6 1.288, O12 1.357, C15 1.499
12 O 2.49621 3.78460 0.46530  N11 1.357, C13 1.464
13 C 3.01528 3.97122 1.82110  O12 1.464, C14 1.509, H48 1.087, H49 1.085
14 C 2.31220 3.20150 2.91154  C13 1.509, H50 1.086, H51 1.086, H52 1.088
15 C 0.51511 2.42106 -0.06087  N11 1.499, C16 1.550, C24 1.518, H53 1.086
16 C -0.00751 3.72401 -0.71676  C15 1.550, C17 1.531, H54 1.089, H55 1.088
17 C -1.42949 3.55197 -1.25692  C16 1.531, C18 1.522, H56 1.091, H57 1.089
18 C -2.44997 3.28010 -0.16126  C17 1.522, C19 1.544, H58 1.090, H59 1.091
19 C -3.86703 3.00803 -0.70988  C18 1.544, C20 1.526, H60 1.086, H61 1.088
20 C -4.52586 1.81751 -0.01912  C19 1.526, O21 1.415, H62 1.096, H63 1.093
21 O -4.23049 0.64506 -0.75406  C20 1.415, C22 1.413
22 C -5.18381 -0.39209 -0.64985  O21 1.413, C23 1.521, H64 1.092, H65 1.089
23 C -4.90314 -1.33975 0.50637  C22 1.521, H66 1.088, H67 1.090, H68 1.088
24 C 0.47002 1.16404 -0.90983  C5 1.576, C15 1.518, C25 1.527, H69 1.093
25 C -0.78802 0.29994 -0.87117  C24 1.527, C26 1.543, H70 1.088, H71 1.082
26 C -0.66074 -0.82573 -1.91840  C25 1.543, C27 1.538, H72 1.087, H73 1.089
27 C -1.10566 -2.22289 -1.45495  C26 1.538, P28 1.801, H74 1.089, H75 1.088
28 P 0.14886 -3.44488 -1.87498  C27 1.801, O29 1.466, O30 1.599, O33 1.593
29 O 0.15472 -3.70320 -3.31779  P28 1.466
30 O 1.51121 -2.83721 -1.29808  P28 1.599, C31 1.449
31 C 2.73454 -3.36871 -1.86389  O30 1.449, C32 1.516, H76 1.088, H77 1.086
32 C 3.40057 -2.28247 -2.68624  C31 1.516, H78 1.089, H79 1.085, H80 1.093
33 O -0.09785 -4.77139 -1.02729  P28 1.593, C34 1.436
34 C -0.38534 -4.63367 0.37277  O33 1.436, C35 1.510, H81 1.092, H82 1.094
35 C 0.03707 -5.87531 1.12168  C34 1.510, H83 1.087, H84 1.086, H85 1.090
36 H -1.76410 -1.06489 3.61533  C1 1.086
37 H -1.74735 -1.31614 1.86774  C1 1.090
38 H -1.34004 0.24543 2.54946  C1 1.092
39 H 0.39179 -2.25216 2.40974  C2 1.089
40 H 0.52444 -1.23651 3.82970  C2 1.089
41 H 2.11713 -0.18842 2.66396  C3 1.089
42 H 0.74972 0.71345 2.08017  C3 1.086
43 H 2.43859 -1.35178 0.65776  C4 1.085
44 H 0.75287 -1.34097 0.28082  C4 1.089
45 H 2.16852 -0.17109 -1.28647  C5 1.096
46 H 4.96009 3.37748 -0.61617  O8 0.968
47 H 4.24771 0.42258 -2.15496  O9 0.966
48 H 2.88744 5.03773 1.98664  C13 1.087
49 H 4.08173 3.77100 1.84492  C13 1.085
50 H 1.22992 3.23893 2.83030  C14 1.086
51 H 2.65992 2.17299 2.93975  C14 1.086
52 H 2.59749 3.64802 3.86131  C14 1.088
53 H -0.02222 2.36951 0.88163  C15 1.086
54 H -0.04419 4.47704 0.06958  C16 1.089
55 H 0.64489 4.06104 -1.51994  C16 1.088
56 H -1.68459 4.47927 -1.77144  C17 1.091
57 H -1.44080 2.77415 -2.01858  C17 1.089
58 H -2.46802 4.14362 0.50344  C18 1.090
59 H -2.15846 2.40213 0.41696  C18 1.091
60 H -3.83971 2.81244 -1.77826  C19 1.086
61 H -4.48778 3.87981 -0.51203  C19 1.088
62 H -4.15696 1.73063 1.00890  C20 1.096
63 H -5.60526 1.97186 0.05640  C20 1.093
64 H -6.19761 0.00011 -0.54525  C22 1.092
65 H -5.14479 -0.95070 -1.58394  C22 1.089
66 H -4.91978 -0.80637 1.45455  C23 1.088
67 H -5.69045 -2.09277 0.53258  C23 1.090
68 H -3.95862 -1.86020 0.36520  C23 1.088
69 H 0.66238 1.38266 -1.96290  C24 1.093
70 H -0.92125 -0.10773 0.12919  C25 1.088
71 H -1.66855 0.88404 -1.10382  C25 1.082
72 H -1.25613 -0.52381 -2.77687  C26 1.087
73 H 0.36377 -0.86970 -2.28599  C26 1.089
74 H -1.39848 -2.23729 -0.40645  C27 1.089
75 H -1.96013 -2.54053 -2.04828  C27 1.088
76 H 3.36918 -3.67246 -1.03454  C31 1.088
77 H 2.53627 -4.25567 -2.45867  C31 1.086
78 H 2.62944 -1.77847 -3.26715  C32 1.089
79 H 4.14842 -2.68598 -3.36091  C32 1.085
80 H 3.87379 -1.56513 -2.01135  C32 1.093
81 H -1.45836 -4.48539 0.50784  C34 1.092
82 H 0.11158 -3.76266 0.80906  C34 1.094
83 H 1.06298 -6.15132 0.89242  C35 1.087
84 H -0.62196 -6.71421 0.92018  C35 1.086
85 H -0.01722 -5.66298 2.18947  C35 1.090

Properties
SMILES: CCCC[C@@H]1C(P(O)(O)=S)=[N+](OCC)[C@@H](CCCCCOCC)[C@@H]1CCCP(=O)(OCC)OCC
LUMO, Ha: -0.1470
Orbital gap, eV: 8.02
HOMO, eV: -12.02
Net charge: +1
Energy, Ha: -2606.66810

Results of the Löwdin charge analysis, in e, for atoms 1 through 5:
1 C -0.088
2 C -0.219
3 C -0.182
4 C -0.149
5 C -0.202